DFT (the ωB97M-V functional and the def2-TZVPD basis) results for a 2-piece molecular cluster, C5H13N4 overall at a distorted geometry.

Values from the calculation:
calculated total energy = -11345.50767 eV
2S+1 = 3
maximum force = 8.88 eV/Å
highest occupied orbital energy (spin up / spin down) = -10.34 / -14.03 eV
net charge = +1
LUMO level (spin up / spin down) = -0.0934 / -0.2283 Eh

Atoms and positions in Å:
C 1.72754 1.79588 -0.05345
C 2.32516 0.44112 -0.05077
C 1.11029 -0.52573 0.07642
C 0.96385 -1.44670 -1.12724
C -3.93115 -0.24113 0.28064
N 0.44385 1.70086 0.01308
N -0.02341 0.45835 0.09781
N 1.20236 -1.27944 1.26766
N -3.15780 0.71338 0.02190
H 2.25003 2.73396 -0.08488
H 2.89864 0.25540 -0.96063
H 3.01247 0.30038 0.78674
H 0.87490 -0.87211 -2.04489
H 0.08719 -2.07886 -1.01754
H 1.84140 -2.08611 -1.18847
H -5.01737 -0.24329 0.14007
H -0.21489 2.47904 0.03736
H -3.50246 -1.15197 0.68465
H 1.22008 -0.74003 2.12034
H 0.54081 -2.03787 1.34125
H -3.62443 1.53617 -0.36488
H -1.02706 0.28868 0.02481

DFT (the ωB97M-V functional and the def2-TZVPD basis) results for an isolated ion of composition C5H13N5 and charge +2 at a distorted geometry.

Values from the calculation:
calculated total energy = -12824.74563 eV
maximum force = 5.38 eV/Å
highest occupied orbital energy (spin up / spin down) = -15.21 / -16.36 eV
net charge = +2
LUMO level (spin up / spin down) = -0.3438 / -0.3240 Eh

Atoms and positions in Å:
C -1.26064 -0.88351 -0.01202
C 1.63944 -0.49334 -1.47985
C -1.34727 1.52774 -0.44053
C 1.20993 -0.29078 -0.04436
C -1.03568 1.97917 0.87812
N 0.09043 -0.89937 0.52023
N 1.31195 0.82300 -0.94147
N -1.69447 0.18902 -0.69926
N -2.05312 -1.90788 0.22107
N 2.52357 -0.19955 0.81184
H 2.58472 -0.64711 -1.84243
H 0.93208 -0.86444 -2.31579
H -1.57282 2.02425 -1.39743
H -0.87437 1.17397 1.60205
H -1.88517 2.58677 1.17215
H -0.30356 2.72870 0.80678
H 0.21872 -1.76411 1.15056
H -2.18415 0.00068 -1.47422
H -1.70419 -2.69733 0.72540
H -2.94442 -1.93476 -0.20040
H 2.44256 0.70013 1.35469
H 3.23571 -0.08084 0.12816
H 2.67075 -1.07042 1.47671

DFT (the ωB97M-V functional and the def2-TZVPD basis) results for an isolated ion of composition C5H13N6 and charge +1 at a distorted geometry.

Values from the calculation:
calculated total energy = -14328.50646 eV
maximum force = 3.99 eV/Å
highest occupied orbital energy = -12.51 eV
net charge = +1
SMILES string = NCN[C@@]12NCNC1=[NH+]CN2
LUMO level = -0.1039 Eh

Atoms and positions in Å:
C 2.55208 0.89516 0.18151
C -0.55616 -1.80414 -0.71097
C -1.72751 1.11843 -0.15947
C 0.52794 0.12836 -0.60412
C 1.12761 -0.86212 0.39020
N 1.70672 0.82274 -1.00886
N -0.03082 -0.73979 -1.52005
N 2.16375 -0.34531 0.95364
N 0.40431 -1.91241 0.43242
N -0.32742 1.15482 0.00118
N -2.32148 0.12326 0.83225
H 3.66028 0.71769 -0.00598
H 2.34604 1.89119 0.59537
H -1.34350 -1.31855 -0.24124
H -0.69287 -2.73420 -1.21746
H -2.00014 2.19632 0.00917
H -2.10015 0.86756 -1.13432
H 1.45609 1.68332 -1.55521
H 0.74168 -0.91249 -2.17050
H 2.60204 -0.71279 1.81026
H 0.79546 -2.79978 0.80775
H 0.21218 1.62676 0.72284
H -3.32091 -0.10041 0.58142
H -2.16447 0.24253 1.85257

DFT (the ωB97M-V functional and the def2-TZVPD basis) results for a 2-piece molecular cluster, C5H13NO overall at a distorted geometry.

Values from the calculation:
calculated total energy = -8928.92481 eV
2S+1 = 2
maximum force = 4.14 eV/Å
highest occupied orbital energy (spin up / spin down) = 1.26 / -3.74 eV
net charge = -1
LUMO level (spin up / spin down) = 0.1353 / 0.1320 Eh

Atoms and positions in Å:
C 1.49246 1.71241 -1.55759
C 1.36251 0.95857 -0.24012
C -0.04338 0.61274 0.18971
C -0.85604 0.91973 1.24223
N -1.71791 -0.02303 1.79095
C -0.55323 -0.62366 -0.72537
H 0.90924 1.16533 -2.34925
H 2.48564 1.82209 -2.01654
H 0.94860 2.67911 -1.55019
H 2.01975 1.47368 0.50162
H 1.69246 0.02008 -0.60521
H -0.90767 1.90151 1.74985
H -1.07293 -0.49992 2.43544
H -2.21986 -0.60074 1.19849
H -1.61975 -0.77496 -0.44530
H -0.82983 0.01338 -1.63880
H -0.00611 -1.53463 -1.21443
H -1.20455 -3.23057 0.96083
H 0.28688 -2.54684 1.12899
O -0.16629 -3.44428 1.14470

DFT (the ωB97M-V functional and the def2-TZVPD basis) results for a 2-piece molecular cluster, C5H13NO overall at a distorted geometry.

Values from the calculation:
calculated total energy = -8930.11781 eV
2S+1 = 2
maximum force = 6.59 eV/Å
highest occupied orbital energy (spin up / spin down) = 1.63 / -5.82 eV
net charge = -1
LUMO level (spin up / spin down) = 0.1385 / 0.1414 Eh

Atoms and positions in Å:
C 0.38759 2.12257 1.06663
C -1.07263 1.87962 0.97680
O -1.88901 1.76182 1.92250
N -1.50722 1.86215 -0.37484
H 0.60435 3.21684 1.21499
H 1.08412 1.95277 0.23404
H -2.45090 1.62500 -0.62829
H -1.05297 1.92241 -1.16380
H 0.73445 1.54826 1.97072
C 1.07471 -1.75575 -0.33912
C -0.19407 -2.32083 0.39013
C 0.69650 -0.82923 -1.45610
H 1.59819 -1.13976 0.45855
H 1.54453 -2.73716 -0.62727
H -0.66582 -1.64701 0.96094
H 1.20586 0.04432 -1.42010
H 0.96985 -1.20048 -2.52517
H 0.20351 -3.22463 1.05357
H -0.88131 -2.81532 -0.40813
H -0.38973 -0.26559 -1.30605

DFT (the ωB97M-V functional and the def2-TZVPD basis) results for a 2-piece molecular cluster, C5H13NO overall at a distorted geometry.

Values from the calculation:
calculated total energy = -8932.75437 eV
maximum force = 2.19 eV/Å
highest occupied orbital energy = -7.37 eV
SMILES string = CC(C)=C(C)N.O
LUMO level = 0.0272 Eh

Atoms and positions in Å:
C -1.06229 -1.04495 -1.49816
N -0.60955 0.69573 0.74688
C 0.39216 -0.15713 0.26595
C 0.29014 -0.95698 -0.80551
C 1.42684 -1.67983 -1.48118
C 1.58329 -0.21191 1.19978
H -0.87272 -1.70266 -2.35158
H -1.92332 -1.37778 -0.92171
H -1.36544 -0.11189 -1.99132
H -1.38975 0.65405 0.17306
H -0.26512 1.58793 1.05331
H 2.34670 -1.55505 -0.92331
H 1.23502 -2.76121 -1.47286
H 1.43250 -1.37404 -2.52494
H 2.07108 0.77416 1.18733
H 2.35760 -0.91070 0.91095
H 1.26093 -0.40311 2.22189
H -2.43195 4.08254 1.58329
H -2.10843 3.29964 2.77532
O -2.36771 3.15317 1.85280